Entry 1:
Computed, not measured: an isolated molecule of C2H7NO3S2 in a non-equilibrium geometry, with ωB97M-V/def2-TZVPD.

The multiplicity is 3. For the total energy, the calculation gives -31484.280 eV.

Geometry (Å):
S: -1.169 1.257 0.764
S: 0.863 -1.413 0.567
O: 0.199 -2.215 -0.387
O: 0.281 0.116 0.469
O: 1.179 -1.791 1.915
N: -1.410 2.646 0.081
C: -2.182 0.419 -0.519
C: 2.479 -0.844 -0.215
H: 2.110 -0.003 -0.794
H: -1.967 -0.670 -0.561
H: -1.995 0.977 -1.574
H: 3.140 -0.692 0.623
H: -0.970 3.392 0.543
H: -3.271 0.583 -0.145
H: 2.712 -1.761 -0.768

---

Entry 2:
Computed, not measured: a structure of composition C24H28ClF9N2O3Sc in a non-equilibrium geometry, with ωB97M-V/def2-TZVPD.

Its total charge is -1. For the total energy, the calculation gives -92149.180 eV.

Geometry (Å):
Sc: 0.398 -0.241 1.180
Cl: 1.766 -0.635 2.980
F: -2.463 -1.543 5.427
F: -1.937 -4.266 2.432
F: -1.501 -3.910 4.546
F: -0.301 -1.667 5.073
F: 0.041 -3.534 3.019
F: -3.567 -2.284 1.630
F: -3.900 -0.846 3.234
F: -1.410 0.080 4.397
F: -3.876 -2.984 3.690
O: -0.939 3.991 0.601
O: 2.292 -3.377 -1.060
O: -1.144 -1.255 2.084
N: -0.779 1.796 1.071
N: 0.767 -1.870 -0.374
C: -3.281 -2.023 2.934
C: -1.262 -3.305 -0.327
C: 0.997 -4.066 -1.129
C: 1.664 2.231 -0.363
C: 2.211 1.778 -2.657
C: -1.283 -3.427 3.292
C: 1.262 4.036 -2.074
C: -2.802 1.928 2.490
C: 3.175 -1.194 -0.499
C: 1.299 3.142 0.750
C: 1.736 2.662 -1.693
C: -2.247 2.085 1.093
C: 1.824 0.860 -0.071
C: -0.359 -2.479 -2.493
C: -1.735 -1.931 3.127
C: -2.323 3.561 0.707
C: -1.474 -1.269 4.529
C: -0.016 -2.921 -1.079
C: 2.601 0.103 -0.972
C: 2.046 -2.158 -0.609
C: -2.983 1.198 0.108
C: 2.691 0.514 -2.306
C: -0.169 2.939 0.849
C: 3.238 -0.400 -3.366
H: 3.315 0.143 -4.315
H: -2.534 1.296 -0.889
H: 1.416 4.197 -3.145
H: -0.797 -3.330 -3.029
H: 1.810 0.531 1.201
H: 0.535 -2.145 -3.038
H: -1.720 -4.175 -0.819
H: 0.993 -4.667 -2.046
H: -3.847 2.264 2.503
H: 1.793 4.828 -1.532
H: -2.950 0.149 0.428
H: 1.744 2.831 1.708
H: -2.787 4.198 1.470
H: 2.580 -1.265 -3.539
H: 4.233 -0.787 -3.115
H: -4.032 1.518 0.053
H: 4.024 -1.549 -1.095
H: 2.253 2.094 -3.701
H: -2.225 2.537 3.196
H: 1.519 4.198 0.570
H: 3.469 -1.157 0.562
H: 0.189 4.163 -1.867
H: -1.992 -2.490 -0.302
H: -2.801 3.745 -0.263
H: -1.089 -1.664 -2.470
H: -2.765 0.889 2.800
H: 0.924 -4.717 -0.245
H: -1.000 -3.581 0.690

---

Entry 3:
Computed, not measured: an isolated molecule of C8H9NO in a non-equilibrium geometry, with ωB97M-V/def2-TZVPD.

For the total energy, the calculation gives -11973.873 eV.

Geometry (Å):
O: 0.332 -2.214 0.857
N: -0.141 -3.490 1.206
C: 0.835 0.686 0.069
C: 0.981 1.951 -0.488
C: 1.947 0.054 0.517
C: -1.376 2.046 -1.020
C: -0.056 2.588 -1.114
C: -1.572 0.734 -0.631
C: -0.532 -0.008 -0.086
C: -0.797 -1.274 0.174
H: 2.875 0.521 0.462
H: -1.739 -1.745 0.086
H: 0.514 -4.120 0.854
H: -2.557 0.253 -0.585
H: -0.256 -3.630 2.141
H: 1.954 2.219 -0.595
H: -2.225 2.663 -1.613
H: -0.117 3.729 -1.184
H: 1.931 -0.965 0.950

---

Entry 4:
Computed, not measured: an isolated molecule of C6H8OS in a non-equilibrium geometry, with ωB97M-V/def2-TZVPD.

For the total energy, the calculation gives -19232.716 eV.

Geometry (Å):
S: 0.563 1.721 -0.052
O: -3.204 0.246 0.318
C: -1.069 1.092 -0.509
C: 1.261 0.124 0.064
C: -1.812 0.290 0.491
C: 0.458 -0.867 -0.282
C: 2.711 -0.125 0.280
C: -0.906 -0.400 -0.629
H: -1.423 -0.934 -1.404
H: -1.680 1.601 -1.216
H: 2.987 0.203 1.319
H: -3.401 -0.655 0.501
H: 0.661 -1.948 -0.245
H: 2.934 -1.197 0.233
H: 3.365 0.491 -0.398
H: -1.445 0.360 1.527

---

Entry 5:
Computed, not measured: a cluster of 2 separate species, C4H10NOS in total, with ωB97M-V/def2-TZVPD.

Its total charge is -1. For the total energy, the calculation gives -18683.000 eV.

Geometry (Å):
S: 0.462 -0.702 -1.372
O: -1.691 2.929 -0.086
N: 2.918 -1.075 0.609
C: -1.733 1.779 -0.851
C: -2.828 1.042 -0.921
C: 0.406 -1.001 0.424
C: 1.653 -1.751 0.918
H: 0.409 -0.027 0.939
H: 1.674 -2.726 0.430
H: -0.773 3.177 0.040
H: -3.710 1.169 -0.308
H: 2.869 -0.101 0.890
H: 2.909 -1.072 -0.411
H: 1.584 -1.904 2.008
H: -2.791 0.196 -1.595
H: -0.498 -1.532 0.747
H: -0.861 1.597 -1.462

---

Entry 6:
Computed, not measured: an isolated molecule of C6H11NO in a non-equilibrium geometry, with ωB97M-V/def2-TZVPD.

For the total energy, the calculation gives -9932.176 eV.

Geometry (Å):
O: -2.052 0.232 -1.665
N: 0.858 0.481 0.312
C: 0.051 0.289 1.573
C: 1.545 -0.360 -0.616
C: -0.526 -0.080 0.351
C: -0.773 0.552 -1.038
C: 0.662 -0.693 2.669
C: 0.279 -0.264 -1.698
H: 0.691 0.199 -2.509
H: -2.581 0.682 -1.008
H: 0.072 -0.470 3.514
H: 1.560 0.029 3.011
H: -0.612 1.710 -1.040
H: 1.582 -1.363 -0.314
H: 0.841 -1.673 2.414
H: -0.790 -1.205 0.403
H: -0.269 1.353 1.987
H: 2.404 0.148 -0.792
H: 0.091 -1.289 -1.969

---

Entry 7:
Computed, not measured: a cluster of 12 separate species, H24O12 in total in a non-equilibrium geometry, with ωB97M-V/def2-TZVPD.

For the total energy, the calculation gives -24954.846 eV.

Geometry (Å):
O: 0.463 -0.170 0.078
O: -1.687 -1.672 0.784
O: 0.789 -1.362 1.599
O: 0.075 2.356 2.670
O: -0.128 2.494 -1.451
O: -4.204 2.625 -2.107
O: 1.906 0.609 1.411
O: -0.477 -4.554 -0.025
O: 4.113 -1.013 1.642
O: 3.123 -1.626 -3.469
O: -2.717 3.788 1.807
O: -1.415 -1.401 -2.945
H: -0.863 -0.932 -2.309
H: 2.250 -1.502 -3.080
H: -3.505 3.250 -1.884
H: 0.974 0.488 1.624
H: 3.777 -0.687 0.800
H: 2.114 -0.134 0.833
H: 0.572 2.227 -2.057
H: -0.930 -1.329 -3.774
H: -1.014 -2.181 1.249
H: -0.557 3.063 2.495
H: 0.142 -0.895 -0.469
H: 4.395 -0.217 2.107
H: -2.112 3.778 2.557
H: -2.149 3.631 1.045
H: -1.046 -5.167 -0.505
H: -2.404 -1.590 1.423
H: -3.768 1.766 -2.079
H: 1.206 -1.555 0.752
H: -0.118 0.567 -0.144
H: 1.503 -1.461 2.239
H: -0.182 1.656 2.058
H: 3.639 -0.887 -3.128
H: 0.147 2.132 -0.601
H: -0.792 -4.606 0.885

---

Entry 8:
Computed, not measured: a cluster of 6 separate species, C33H57Cl10F3N3O4S in total in a non-equilibrium geometry, with ωB97M-V/def2-TZVPD.

Its total charge is +1. For the total energy, the calculation gives -192007.862 eV.

Geometry (Å):
Cl: -1.808 -3.801 6.133
Cl: 2.948 3.534 -9.973
Cl: 1.322 -2.532 13.143
Cl: 0.861 4.460 -7.434
Cl: -1.533 -1.818 11.418
Cl: 2.506 -3.001 -7.860
Cl: -6.307 -0.762 8.180
Cl: 1.676 0.301 -7.778
Cl: -4.409 -1.099 5.359
Cl: -0.609 -5.126 9.042
S: -0.347 2.997 1.806
F: -1.679 4.814 0.458
F: -0.005 4.000 -0.682
F: -1.918 2.825 -0.380
O: 0.914 1.476 4.644
O: -1.020 1.576 5.711
O: -1.388 3.268 2.778
O: 0.860 3.747 2.095
N: 0.547 3.801 -4.786
N: -0.001 1.321 1.615
N: 0.149 0.750 -0.831
C: -1.746 3.789 -5.344
C: -0.188 -3.030 -2.467
C: -0.381 0.294 2.358
C: -0.434 1.173 4.758
C: 1.114 -1.490 -4.803
C: 2.411 0.832 -4.367
C: -0.876 -3.160 -1.048
C: -1.494 4.790 -4.259
C: 2.275 -1.912 -9.260
C: -0.695 -3.359 1.502
C: 1.547 -0.323 1.020
C: 0.866 0.992 0.425
C: 0.249 -2.361 2.316
C: -0.348 -2.603 13.759
C: 2.259 2.291 -3.745
C: 1.991 -2.377 -3.850
C: 2.732 -0.500 -8.965
C: 1.348 -2.694 -2.441
C: 1.826 5.537 -8.481
C: -1.327 -3.045 12.696
C: -0.439 3.236 -5.605
C: 0.228 -0.943 1.615
C: -0.998 3.673 0.172
C: -2.687 -3.986 7.673
C: -0.070 4.757 -3.988
C: 1.944 5.006 -9.892
C: 0.048 -3.710 0.105
C: -1.232 0.359 3.651
C: -4.295 0.193 6.589
C: 1.003 0.046 -4.373
C: -1.785 -3.799 8.871
C: -4.595 -0.314 7.981
C: 1.974 3.413 -4.826
H: 3.188 0.303 -3.753
H: 2.571 4.316 -4.536
H: -1.013 -3.976 12.223
H: -2.310 -3.204 13.142
H: 0.415 5.388 -3.216
H: -2.381 -3.787 9.782
H: 1.051 -3.226 0.174
H: 2.953 -1.820 -3.648
H: -4.974 0.994 6.300
H: 1.620 -1.893 -1.686
H: -3.473 -3.231 7.680
H: -0.516 -1.089 0.774
H: 2.805 5.669 -8.021
H: 3.229 2.530 -3.235
H: -2.250 0.795 3.461
H: 2.861 -2.324 -10.082
H: -0.352 -3.316 14.583
H: -2.279 5.417 -3.788
H: 2.090 -0.984 0.294
H: -3.276 0.579 6.549
H: -1.232 -2.863 8.814
H: 0.081 -4.827 0.068
H: 1.573 -1.521 -5.856
H: 3.751 -0.479 -8.579
H: 1.867 -3.625 -2.061
H: 2.258 3.106 -5.864
H: 2.300 0.082 1.758
H: 2.700 0.100 -9.875
H: 0.673 0.014 -1.309
H: -1.693 -2.885 1.277
H: 0.436 0.207 -3.414
H: -3.988 -1.184 8.230
H: 2.422 5.750 -10.530
H: -0.022 -2.357 3.403
H: 1.700 1.706 0.194
H: 1.320 6.503 -8.491
H: -0.099 2.461 -6.321
H: -1.709 -3.914 -1.170
H: -1.304 -0.700 4.033
H: 2.834 0.971 -5.392
H: -0.302 -3.950 -3.112
H: 1.424 0.730 4.277
H: -0.777 -4.288 2.116
H: 1.456 2.338 -2.965
H: 2.293 -3.329 -4.364
H: 0.967 4.772 -10.315
H: 0.389 0.551 -5.176
H: 0.114 1.577 -1.427
H: 0.070 -1.895 -4.935
H: 1.311 -2.736 2.243
H: -3.160 -4.968 7.675
H: -0.604 -1.621 14.156
H: -4.385 0.468 8.712
H: -2.698 3.517 -5.845
H: -1.379 -2.184 -0.824
H: 1.224 -1.944 -9.542
H: -0.756 -2.226 -3.023